1.
13
Properties=species:S:1:pos:R:3 method="wB97M-V/def2-TZVPD" smiles="C=CNC(C)=S" de_lowest_kj_mol=109.4 e_homo_ev=-8.38 e_lumo_ev=0.475 gap_ev=8.86 total_energy_ha=-609.51680
C 2.4428 -0.4940 0.0623
C 1.2046 -0.9316 -0.0512
N 0.2105 -0.0210 -0.1542
C -1.0949 -0.2172 -0.1227
C -1.9215 1.1172 0.0441
S -1.8254 -1.6769 0.0098
H 2.7392 0.5225 0.3188
H 3.1627 -1.2777 0.0079
H 0.8310 -1.9820 -0.0589
H 0.6133 0.8767 -0.3833
H -2.4866 1.2873 -0.9177
H -1.2387 1.8920 0.3823
H -2.6369 0.9048 0.8628

***

2.
114
Properties=species:S:1:pos:R:3 method="wB97M-V/def2-TZVPD" de_lowest_kj_mol=409.6 charge=+1 e_homo_ev=-11.14 e_lumo_ev=-3.642 gap_ev=7.50 total_energy_ha=-3579.51229
C 6.1412 0.1213 0.1840
C 5.9914 -1.2953 -0.6271
O 6.2716 -1.1954 -2.0807
C 4.5348 -2.0408 -0.4518
C 3.2401 -1.0411 -0.5570
C 2.1241 -1.2923 -1.7663
N 1.1954 -0.0894 -1.4978
C 1.1876 0.2388 0.0102
I -0.7800 0.6020 0.8939
C 2.1795 -0.9222 0.6888
S 1.2814 -2.4923 1.2670
H 5.9825 0.0122 1.3603
H 5.4186 0.9744 -0.1612
H 7.2444 0.5282 -0.0197
H 6.8112 -2.0364 -0.1769
H 5.6989 -0.4451 -2.4253
H 4.5803 -2.6142 0.5886
H 4.4802 -2.8701 -1.2928
H 3.5088 0.1009 -0.7492
H 2.5043 -1.3251 -2.8758
H 1.3728 -2.2061 -1.6088
H 1.6546 0.7970 -1.8661
H 0.2640 -0.1069 -1.9705
H 1.8141 1.2203 0.2707
H 2.7557 -0.6204 1.6733
H 1.5612 -3.4858 0.3147
C -4.0948 2.9796 3.7896
O -5.0742 3.2387 4.4710
N -3.6386 3.8035 2.8291
N -3.3843 1.8470 3.9383
H -2.8340 3.6075 2.2577
H -4.1449 4.6673 2.6845
H -3.6942 1.1991 4.6507
H -2.5752 1.6162 3.3868
C 7.1380 3.9701 0.8293
O 5.9864 3.6236 0.6187
N 7.5292 4.5273 1.9895
N 8.1188 3.8257 -0.0800
H 8.4727 4.8191 2.1815
H 6.8216 4.6540 2.7013
H 7.8667 3.4103 -0.9673
H 9.0728 4.1048 0.0751
C 3.8989 3.9786 4.0492
O 5.0161 4.4618 3.9530
N 3.1339 4.1282 5.1455
N 3.3331 3.2535 3.0675
H 2.2117 3.7380 5.2434
H 3.5223 4.6674 5.9081
H 3.8756 3.1168 2.2247
H 2.4145 2.8477 3.1283
C -0.9011 -2.2374 -4.1708
O 0.2161 -1.7542 -4.2670
N -1.6661 -2.0878 -3.0745
N -1.4669 -2.9625 -5.1525
H -2.5883 -2.4780 -2.9766
H -1.2777 -1.5486 -2.3119
H -0.9244 -3.0992 -5.9953
H -2.3855 -3.3683 -5.0917
C -7.7359 3.1838 2.0031
O -7.1733 2.1049 1.9023
N -7.5038 4.0328 3.0204
N -8.6383 3.6201 1.1059
H -7.9572 4.9253 3.1206
H -6.8311 3.7427 3.7180
H -8.8422 3.0111 0.3243
H -9.1119 4.5052 1.1718
C -6.0736 -1.6539 0.0200
O -5.5110 -2.7327 -0.0808
N -5.8415 -0.8049 1.0373
N -6.9760 -1.2175 -0.8772
H -6.2948 0.0877 1.1375
H -5.1688 -1.0949 1.7349
H -7.1799 -1.8265 -1.6588
H -7.4495 -0.3324 -0.8113
C 8.5396 -0.7502 -5.1842
O 8.1890 0.4192 -5.1675
N 9.4530 -1.2233 -6.0511
N 8.0439 -1.6703 -4.3373
H 9.7544 -2.1827 -6.0803
H 9.8513 -0.5634 -6.7063
H 7.3534 -1.3558 -3.6682
H 8.3202 -2.6377 -4.3357
C -9.6339 4.8505 -2.5702
O -10.3942 4.6625 -1.6336
N -10.0500 5.3116 -3.7634
N -8.3120 4.6132 -2.4929
H -9.4392 5.4728 -4.5464
H -11.0382 5.5031 -3.8640
H -7.9573 4.2650 -1.6118
H -7.6702 4.7619 -3.2532
C -4.6773 -2.4968 4.2613
O -4.0610 -1.5692 3.7606
N -4.8565 -2.6183 5.5889
N -5.2320 -3.4803 3.5301
H -5.3608 -3.3747 6.0199
H -4.4548 -1.8988 6.1757
H -5.1203 -3.4268 2.5261
H -5.7431 -4.2520 3.9242
C 3.5829 -3.9333 -5.3964
O 4.5772 -4.5040 -5.8165
N 3.3104 -3.8182 -4.0842
N 2.6709 -3.3687 -6.2082
H 2.4970 -3.3521 -3.7190
H 3.9717 -4.2296 -3.4386
H 2.8381 -3.4328 -7.2038
H 1.8461 -2.8945 -5.8810
C -0.7602 -5.2600 4.4217
O -1.5205 -5.4479 5.3583
N -1.1764 -4.7988 3.2285
N 0.5616 -5.4972 4.4989
H -0.5656 -4.6377 2.4454
H -2.1646 -4.6073 3.1279
H 0.9163 -5.8454 5.3800
H 1.2035 -5.3485 3.7387

***

3.
8
Properties=species:S:1:pos:R:3 method="wB97M-V/def2-TZVPD" de_lowest_kj_mol=0.0 charge=+3 e_homo_ev="-27.24 / -26.92" e_lumo_ev="-22.395 / -19.119" gap_ev="4.85 / 7.80" multiplicity=2 total_energy_ha=-416.96332 s_squared=1.74
In -21.9679 10.1209 8.9862
C -20.6868 6.5038 11.5704
C -19.6868 7.6218 11.3075
O -19.9713 8.5322 10.5534
O -18.5282 7.5415 11.8422
H -20.4682 5.5717 11.0495
H -21.6144 6.8733 11.1333
H -20.7723 6.2047 12.6151

***

4.
35
Properties=species:S:1:pos:R:3 method="wB97M-V/def2-TZVPD" smiles="CCOS(C)(=O)=O.O=C1OCCO1.O=C1OCCO1" de_lowest_kj_mol=0.0 e_homo_ev=-11.03 e_lumo_ev=0.126 gap_ev=11.16 total_energy_ha=-1427.73954
C -1.8406 1.4051 1.5112
C -1.7396 0.1491 2.3832
O -0.4176 -0.3389 2.1322
S 0.1004 -1.6159 3.0242
C 1.4084 -2.3789 2.0332
O 0.7094 -1.0299 4.1552
O -1.0496 -2.4509 3.1882
H -2.9196 1.7401 1.6142
H -1.5636 0.8731 0.5262
H -1.1156 2.2631 1.5302
H -1.8016 0.5671 3.4222
H -2.6196 -0.6079 2.1792
H 1.1364 -2.7189 1.0422
H 1.2814 -3.2699 2.4262
H 2.2564 -1.8279 1.9592
O -0.7196 4.2871 -1.1998
C 0.3654 3.5711 -1.1628
O 0.5624 2.4011 -0.4758
C 1.9144 1.8661 -0.7278
C 2.5554 3.0421 -1.5088
O 1.4464 3.8991 -1.9108
H 2.2804 1.6751 0.2282
H 1.8644 0.9901 -1.2778
H 3.1424 2.6641 -2.4668
H 3.2514 3.5181 -0.6458
O 0.5474 -3.6379 -3.6848
C -0.1166 -2.8519 -3.0728
O 0.3704 -2.1699 -2.0008
C -0.5176 -1.1519 -1.5358
C -1.8746 -1.6749 -2.1148
O -1.4456 -2.4879 -3.2138
H -0.4906 -0.9829 -0.4938
H -0.0706 -0.2929 -2.0138
H -2.4146 -1.0559 -2.5488
H -2.4766 -2.3679 -1.3008

***

5.
6
Properties=species:S:1:pos:R:3 method="wB97M-V/def2-TZVPD" charge=-1 e_homo_ev="-2.81 / -2.62" e_lumo_ev="3.439 / 3.661" gap_ev="6.25 / 6.28" multiplicity=3 total_energy_ha=-1735.39925 s_squared=2.05
C -0.5774 -0.9894 -0.1009
C -1.0824 0.1765 0.0790
H -1.9960 0.7556 0.0585
O 0.9781 1.4059 0.2033
Ni 1.9726 -0.0433 -0.0558
O 0.7052 -1.3054 -0.1842

***

6.
12
Properties=species:S:1:pos:R:3 method="wB97M-V/def2-TZVPD" de_lowest_kj_mol=458.6 e_homo_ev=-7.33 e_lumo_ev=0.070 gap_ev=7.40 total_energy_ha=-360.49476
O 0.8040 2.2063 0.4373
C 0.2024 1.1847 0.2909
N 0.8545 0.0889 -0.6022
C 0.0779 -1.2088 -0.3758
C -1.2718 -0.8119 0.2371
O -0.8465 -0.3898 1.5768
C -1.1126 0.6343 0.6318
H 1.8732 0.0892 -0.5087
H 0.6460 -1.7865 0.3554
H 0.0435 -1.7369 -1.3309
H 0.6435 0.3924 -1.5549
H -1.9141 1.3380 0.8434